Below is a 7-piece molecular cluster, C24H47F9O18S4 overall in a non-equilibrium geometry, with properties calculated with ωB97M-V with the def2-TZVPD basis set.

The geometry in XYZ format:
```
102
C24H47F9O18S4 ωB97M-V with the def2-TZVPD basis set
C -19.280 9.176 -46.841
C -20.188 8.954 -45.638
O -21.292 9.867 -45.834
C -21.270 11.024 -45.228
O -20.333 11.504 -44.677
C -22.611 11.781 -45.314
F -23.608 10.978 -45.708
F -22.915 12.366 -44.164
F -22.453 12.729 -46.261
H -18.376 8.568 -46.856
H -19.031 10.236 -46.793
H -19.798 8.919 -47.766
H -19.670 9.122 -44.698
H -20.652 7.974 -45.654
C -20.689 2.401 -56.887
C -20.578 3.896 -57.049
O -21.106 4.574 -55.885
C -20.270 5.240 -55.115
O -19.104 5.088 -55.027
C -21.004 6.308 -54.261
F -20.347 6.412 -53.101
F -21.060 7.491 -54.845
F -22.244 5.897 -53.933
H -20.492 1.924 -57.850
H -21.661 2.154 -56.470
H -19.896 1.974 -56.269
H -21.231 4.231 -57.857
H -19.582 4.254 -57.306
C -24.368 7.874 -44.438
C -24.172 6.948 -45.612
O -22.865 6.351 -45.545
C -22.649 5.306 -46.300
O -23.441 4.736 -46.975
C -21.181 4.854 -46.264
F -20.476 5.454 -45.299
F -21.080 3.540 -46.102
F -20.622 5.157 -47.454
H -24.489 7.291 -43.519
H -25.298 8.436 -44.530
H -23.566 8.581 -44.228
H -24.306 7.473 -46.553
H -24.949 6.194 -45.484
C -21.827 7.814 -49.818
C -23.026 8.731 -49.586
O -22.922 9.906 -50.414
S -23.116 11.319 -49.693
C -21.421 11.677 -49.253
O -23.569 12.247 -50.671
O -23.915 11.123 -48.523
H -20.881 8.309 -49.595
H -21.818 7.576 -50.885
H -21.946 6.870 -49.291
H -23.884 8.151 -49.918
H -23.099 8.962 -48.526
H -21.462 12.684 -48.841
H -20.869 11.726 -50.186
H -21.106 10.936 -48.527
C -27.422 7.781 -50.947
C -27.685 9.009 -50.107
O -28.067 8.669 -48.774
S -26.981 8.892 -47.622
C -26.901 10.653 -47.568
O -27.566 8.416 -46.419
O -25.769 8.332 -48.142
H -26.583 7.203 -50.547
H -27.039 8.152 -51.905
H -28.221 7.066 -51.121
H -26.773 9.605 -50.149
H -28.509 9.549 -50.571
H -26.652 11.118 -48.511
H -26.127 10.814 -46.813
H -27.838 10.969 -47.116
C -24.948 14.372 -52.682
C -26.064 13.348 -52.419
O -27.237 13.726 -53.164
S -27.720 12.793 -54.355
C -28.104 11.227 -53.542
O -28.952 13.331 -54.826
O -26.618 12.600 -55.241
H -25.295 15.298 -52.234
H -24.972 14.422 -53.771
H -23.995 13.985 -52.345
H -25.725 12.359 -52.750
H -26.295 13.183 -51.365
H -28.380 10.601 -54.389
H -28.963 11.350 -52.896
H -27.156 10.906 -53.125
C -17.644 8.080 -50.182
C -17.802 6.789 -50.939
O -17.331 6.903 -52.277
S -16.223 5.850 -52.788
C -14.824 6.531 -51.930
O -16.573 4.576 -52.252
O -16.080 6.125 -54.168
H -16.610 8.288 -49.875
H -18.262 8.103 -49.285
H -17.871 9.020 -50.696
H -17.400 5.958 -50.359
H -18.876 6.610 -50.997
H -13.942 5.925 -52.113
H -15.019 6.467 -50.856
H -14.790 7.592 -52.150
```

Values from the calculation:
- frontier orbital gap (eV) = 11.276
- SMILES = CCOC(=O)C(F)(F)F.CCOC(=O)C(F)(F)F.CCOC(=O)C(F)(F)F.CCOS(C)(=O)=O.CCOS(C)(=O)=O.CCOS(C)(=O)=O.CCOS(C)(=O)=O
- HOMO energy (eV) = -11.1